Molecular formula: C2H4N4
Method: DFT, ωB97M-V/def2-TZVPD

XYZ file:
```
10
Properties=species:S:1:pos:R:3:forces:R:3
C -1.61767 0.16263 -0.03723 0.0 0.0 0.0
N 1.92950 -0.78637 0.07769 -0.3 -0.5 0.4
C -0.14709 0.16758 0.12281 0.4 0.5 0.6
N 1.79479 0.46739 0.41492 -0.6 0.1 -1.5
N 0.70713 -0.25280 -0.90073 1.2 0.4 0.6
N 0.54784 0.60352 1.12701 -0.5 -0.6 -0.1
H 2.74218 -0.84477 -0.54556 -0.2 0.2 -0.1
H -2.09048 0.47669 0.89143 0.0 0.0 0.0
H -1.95508 -0.83899 -0.31299 0.0 0.0 0.0
H -1.91113 0.84511 -0.83734 0.0 0.0 0.0
```
Positions in Å, forces in eV/Å.

Summary:
- orbital gap (alpha / beta) (eV) = 8.510 / 8.506
- relative energy (zero: lowest compared OMol25 entry of this formula, charge and spin) (kcal/mol) = 142.7
- molar mass (g mol⁻¹) = 84.1
- HOMO energy (alpha / beta) (eV) = -9.24 / -9.24